{"formula": "C26H42O27S3", "method": "ωB97M-V/def2-TZVPD", "charge": 0, "species": ["C", "C", "C", "O", "C", "O", "O", "H", "H", "H", "H", "H", "H", "C", "C", "C", "O", "C", "O", "O", "H", "H", "H", "H", "H", "H", "C", "C", "C", "O", "C", "O", "O", "H", "H", "H", "H", "H", "H", "C", "C", "C", "O", "C", "O", "O", "H", "H", "H", "H", "H", "H", "C", "C", "C", "O", "C", "O", "O", "H", "H", "H", "H", "H", "H", "C", "C", "O", "S", "O", "O", "O", "H", "H", "H", "H", "C", "C", "O", "S", "O", "O", "O", "H", "H", "H", "H", "C", "C", "O", "S", "O", "O", "O", "H", "H", "H", "H"], "xyz": [[-22.407, -15.163, 23.299], [-23.319, -16.280, 23.830], [-23.854, -15.992, 25.234], [-25.249, -16.267, 25.077], [-25.575, -16.424, 23.781], [-26.685, -16.544, 23.380], [-24.461, -16.420, 22.988], [-21.629, -14.949, 24.037], [-23.021, -14.272, 23.164], [-21.891, -15.434, 22.379], [-22.735, -17.202, 23.778], [-23.755, -14.954, 25.535], [-23.348, -16.746, 25.837], [-17.131, -17.523, 27.716], [-18.527, -17.429, 28.302], [-19.707, -17.922, 27.489], [-20.558, -18.509, 28.524], [-19.835, -18.730, 29.632], [-20.215, -19.306, 30.605], [-18.595, -18.232, 29.501], [-16.965, -18.531, 27.337], [-16.378, -17.232, 28.439], [-17.099, -16.881, 26.832], [-18.735, -16.424, 28.690], [-19.520, -18.783, 26.849], [-20.277, -17.115, 27.043], [-16.469, -22.101, 23.585], [-16.774, -22.453, 22.141], [-15.519, -22.861, 21.339], [-15.946, -24.056, 20.672], [-17.056, -24.548, 21.237], [-17.550, -25.601, 21.000], [-17.519, -23.681, 22.179], [-15.896, -21.188, 23.752], [-16.053, -22.909, 24.180], [-17.448, -21.869, 24.024], [-17.336, -21.671, 21.635], [-14.625, -23.144, 21.889], [-15.304, -22.082, 20.610], [-12.645, -15.651, 21.650], [-13.458, -16.787, 21.064], [-12.931, -17.354, 19.720], [-12.906, -18.765, 19.959], [-13.277, -19.051, 21.215], [-13.382, -20.161, 21.639], [-13.416, -17.922, 21.926], [-11.726, -16.027, 22.097], [-13.188, -15.110, 22.427], [-12.461, -14.904, 20.877], [-14.511, -16.521, 20.951], [-11.914, -17.043, 19.489], [-13.647, -17.124, 18.935], [-25.473, -21.408, 24.492], [-24.896, -20.238, 25.234], [-24.519, -20.520, 26.690], [-23.263, -19.891, 26.858], [-22.782, -19.533, 25.650], [-21.766, -18.923, 25.479], [-23.626, -19.863, 24.673], [-24.790, -22.251, 24.638], [-25.615, -21.345, 23.410], [-26.468, -21.769, 24.768], [-25.544, -19.356, 25.228], [-24.506, -21.601, 26.865], [-25.254, -20.135, 27.395], [-19.616, -17.551, 23.685], [-19.311, -18.124, 22.323], [-17.873, -18.342, 22.323], [-17.194, -17.805, 23.690], [-15.999, -17.016, 23.528], [-17.033, -18.810, 24.677], [-18.434, -16.830, 24.010], [-19.802, -18.338, 24.419], [-20.467, -16.883, 23.755], [-19.473, -17.501, 21.441], [-19.812, -19.036, 21.995], [-12.170, -17.391, 26.021], [-13.619, -17.835, 25.694], [-14.206, -18.200, 26.937], [-13.149, -18.167, 28.159], [-12.637, -19.489, 28.286], [-13.674, -17.469, 29.278], [-12.117, -17.197, 27.406], [-11.839, -16.551, 25.413], [-11.490, -18.198, 25.721], [-13.622, -18.669, 24.991], [-14.233, -17.066, 25.227], [-19.826, -16.023, 15.798], [-21.212, -16.726, 15.881], [-21.274, -17.302, 17.176], [-20.397, -16.395, 18.176], [-19.946, -17.234, 19.229], [-21.028, -15.141, 18.432], [-19.222, -16.198, 17.083], [-19.956, -14.976, 15.524], [-19.089, -16.443, 15.116], [-21.349, -17.481, 15.112], [-22.004, -15.985, 15.771]], "lowdin_charge": [-0.021, -0.327, -0.062, 0.065, -0.562, 0.167, 0.090, 0.085, 0.096, 0.082, 0.124, 0.139, 0.126, -0.013, -0.299, -0.070, 0.053, -0.588, 0.152, 0.086, 0.084, 0.080, 0.086, 0.157, 0.129, 0.129, -0.024, -0.294, -0.076, 0.062, -0.572, 0.161, 0.068, 0.075, 0.094, 0.085, 0.148, 0.138, 0.124, -0.017, -0.312, -0.065, 0.070, -0.571, 0.154, 0.067, 0.092, 0.083, 0.089, 0.149, 0.133, 0.132, -0.023, -0.301, -0.088, 0.097, -0.551, 0.128, 0.099, 0.093, 0.090, 0.094, 0.153, 0.136, 0.141, -0.174, -0.123, -0.191, 0.623, -0.240, -0.222, -0.181, 0.102, 0.104, 0.099, 0.142, -0.178, -0.154, -0.207, 0.630, -0.214, -0.213, -0.177, 0.128, 0.129, 0.130, 0.108, -0.155, -0.162, -0.183, 0.636, -0.219, -0.211, -0.194, 0.127, 0.130, 0.132, 0.127]}

***

{"formula": "C29H43AsCsI2N4", "method": "ωB97M-V/def2-TZVPD", "charge": -1, "species": ["Cs", "C", "C", "C", "N", "C", "C", "C", "C", "C", "C", "C", "N", "C", "C", "C", "N", "C", "C", "C", "C", "C", "C", "C", "N", "C", "C", "H", "H", "H", "H", "H", "H", "H", "H", "H", "H", "H", "H", "H", "H", "H", "H", "H", "H", "H", "H", "H", "H", "H", "H", "H", "H", "I", "C", "I", "H", "H", "C", "C", "As", "C", "C", "C", "C", "H", "H", "H", "H", "H", "H", "H", "H", "H", "H", "H", "H", "H", "H", "H"], "xyz": [[0.384, 0.084, -0.338], [-1.928, -2.352, -0.025], [-1.582, -2.863, 1.380], [-1.419, -1.757, 2.445], [-0.219, -0.956, 2.257], [0.865, -1.225, 2.914], [1.028, -2.326, 3.832], [1.775, -2.404, 4.984], [2.600, -1.455, 5.594], [2.989, -0.252, 5.011], [2.800, 0.219, 3.729], [2.115, -0.390, 2.620], [2.433, -0.232, 1.374], [3.657, 0.424, 0.962], [4.256, -0.191, -0.324], [3.757, 0.259, -1.719], [2.483, -0.287, -2.160], [2.439, -1.402, -2.818], [3.583, -2.218, -3.144], [3.819, -2.963, -4.276], [3.024, -3.157, -5.408], [1.690, -2.772, -5.517], [0.825, -2.270, -4.566], [1.066, -1.954, -3.185], [0.184, -2.036, -2.238], [-1.105, -2.658, -2.475], [-1.636, -3.319, -1.186], [-1.336, -1.470, -0.208], [-2.964, -1.994, -0.050], [-0.645, -3.427, 1.333], [-2.350, -3.565, 1.723], [-1.463, -2.198, 3.449], [-2.285, -1.086, 2.369], [0.415, -3.194, 3.613], [1.659, -3.338, 5.529], [2.980, -1.682, 6.582], [3.592, 0.399, 5.642], [3.299, 1.154, 3.495], [4.415, 0.354, 1.755], [3.488, 1.500, 0.796], [4.181, -1.279, -0.244], [5.326, 0.044, -0.305], [4.546, 0.026, -2.447], [3.658, 1.354, -1.698], [4.397, -2.171, -2.429], [4.804, -3.424, -4.311], [3.471, -3.665, -6.254], [1.230, -2.955, -6.486], [-0.205, -2.153, -4.888], [-1.036, -3.420, -3.264], [-1.838, -1.915, -2.834], [-0.871, -4.033, -0.865], [-2.523, -3.911, -1.434], [-0.838, 1.353, -3.652], [0.893, 2.548, -3.440], [0.897, 3.783, -1.707], [0.976, 3.193, -4.305], [1.736, 1.868, -3.359], [-4.545, 3.288, -1.556], [-3.609, 3.928, -0.536], [-2.551, 2.529, 0.366], [-3.970, 1.656, 1.431], [-4.948, 2.539, 2.194], [-1.630, 3.567, 1.779], [-2.168, 4.954, 2.104], [-5.105, 4.040, -2.117], [-5.272, 2.631, -1.071], [-3.983, 2.687, -2.273], [-4.159, 4.547, 0.174], [-2.887, 4.575, -1.040], [-3.430, 0.999, 2.117], [-4.494, 0.996, 0.737], [-4.437, 3.110, 2.970], [-5.723, 1.945, 2.685], [-5.451, 3.250, 1.536], [-0.589, 3.634, 1.453], [-1.624, 2.920, 2.659], [-2.134, 5.605, 1.229], [-1.579, 5.433, 2.890], [-3.205, 4.922, 2.441]], "lowdin_charge": [1.047, -0.249, -0.186, -0.257, -0.081, -0.268, -0.065, -0.141, -0.167, -0.146, -0.071, -0.283, -0.166, -0.267, -0.174, -0.262, -0.116, -0.269, -0.058, -0.138, -0.165, -0.143, -0.084, -0.306, -0.088, -0.269, -0.187, -0.078, 0.113, 0.110, 0.108, 0.099, 0.089, 0.084, 0.090, 0.070, 0.088, 0.084, 0.101, 0.112, 0.108, 0.101, 0.101, 0.090, 0.084, 0.091, 0.070, 0.089, 0.080, 0.104, 0.103, 0.108, 0.102, 0.756, -1.156, 0.692, -0.044, -0.061, -0.189, -0.469, 1.158, -0.449, -0.170, -0.440, -0.179, 0.065, 0.057, 0.044, 0.049, 0.054, 0.043, 0.051, 0.056, 0.065, 0.055, 0.030, 0.065, 0.060, 0.066, 0.049]}

***

{"formula": "C63H76N11O6P2S4SiSr", "method": "ωB97M-V/def2-TZVPD", "charge": -1, "species": ["Sr", "C", "Si", "C", "C", "C", "C", "C", "C", "P", "C", "C", "C", "C", "C", "C", "C", "C", "C", "C", "C", "C", "C", "C", "C", "C", "C", "C", "P", "C", "C", "C", "C", "C", "C", "C", "C", "C", "C", "C", "C", "H", "H", "H", "H", "H", "H", "H", "H", "H", "H", "H", "H", "H", "H", "H", "H", "H", "H", "H", "H", "H", "H", "H", "H", "H", "H", "H", "H", "H", "H", "H", "H", "H", "H", "H", "H", "H", "H", "H", "H", "H", "H", "H", "H", "H", "H", "H", "H", "H", "H", "H", "H", "H", "H", "H", "N", "C", "N", "C", "C", "S", "C", "C", "S", "C", "N", "N", "H", "H", "H", "H", "H", "H", "O", "S", "O", "O", "C", "N", "C", "C", "C", "N", "C", "C", "C", "N", "C", "C", "H", "H", "H", "H", "H", "H", "O", "C", "N", "S", "O", "O", "C", "C", "C", "C", "C", "C", "H", "H", "H", "H", "N", "C", "C", "N", "C", "C", "N", "H", "H", "H", "H", "H"], "xyz": [[-1.901, 0.209, 0.541], [1.306, -3.119, 1.356], [0.960, -1.311, 0.609], [1.857, -1.617, -1.137], [2.120, -2.923, -1.559], [2.312, -3.270, -2.885], [2.232, -2.300, -3.866], [2.069, -0.982, -3.479], [1.920, -0.629, -2.141], [1.865, 1.119, -1.602], [3.715, 1.284, -1.238], [4.724, 0.735, -2.242], [6.064, 0.544, -1.526], [6.373, 1.720, -0.585], [5.599, 2.965, -1.009], [4.093, 2.723, -0.854], [1.599, 2.205, -3.123], [0.251, 1.861, -3.755], [-0.264, 3.045, -4.579], [0.893, 3.826, -5.218], [2.056, 2.884, -5.513], [2.674, 2.348, -4.211], [2.261, -0.426, 1.862], [3.619, -0.653, 1.619], [4.635, -0.085, 2.365], [4.306, 0.774, 3.397], [2.973, 0.995, 3.694], [1.941, 0.388, 2.978], [0.153, 0.562, 3.511], [-0.090, -0.542, 5.028], [0.548, -0.226, 6.387], [1.981, -0.729, 6.528], [2.068, -2.210, 6.187], [1.569, -2.422, 4.761], [0.107, -2.006, 4.653], [-0.297, 2.198, 4.378], [0.732, 3.090, 5.081], [1.339, 4.057, 4.074], [0.290, 5.104, 3.683], [-1.123, 4.507, 3.728], [-1.088, 3.030, 3.353], [2.365, -3.367, 1.395], [0.804, -3.884, 0.776], [0.925, -3.194, 2.364], [2.164, -3.716, -0.835], [2.491, -4.303, -3.157], [2.304, -2.556, -4.913], [2.041, -0.231, -4.251], [3.796, 0.658, -0.342], [4.859, 1.428, -3.069], [4.387, -0.218, -2.648], [6.851, 0.441, -2.275], [6.034, -0.382, -0.949], [7.445, 1.925, -0.585], [6.081, 1.467, 0.436], [5.841, 3.205, -2.045], [5.893, 3.820, -0.396], [3.550, 3.447, -1.466], [3.820, 2.883, 0.191], [1.482, 3.195, -2.652], [-0.463, 1.592, -2.971], [0.370, 0.993, -4.402], [-0.852, 3.716, -3.949], [-0.920, 2.665, -5.363], [1.236, 4.621, -4.550], [0.551, 4.302, -6.138], [2.828, 3.398, -6.091], [1.689, 2.056, -6.122], [3.440, 3.042, -3.857], [3.160, 1.397, -4.423], [3.872, -1.321, 0.810], [5.670, -0.311, 2.145], [5.077, 1.246, 3.992], [2.750, 1.648, 4.520], [-1.174, -0.400, 5.146], [-0.058, -0.722, 7.154], [0.514, 0.843, 6.598], [2.326, -0.551, 7.551], [2.631, -0.180, 5.848], [1.454, -2.787, 6.885], [3.101, -2.552, 6.284], [1.682, -3.471, 4.484], [2.167, -1.824, 4.074], [-0.486, -2.628, 5.329], [-0.277, -2.138, 3.637], [-1.005, 1.847, 5.141], [1.499, 2.504, 5.583], [0.231, 3.667, 5.864], [1.650, 3.488, 3.198], [2.222, 4.548, 4.486], [0.506, 5.473, 2.679], [0.342, 5.954, 4.369], [-1.772, 5.046, 3.035], [-1.549, 4.621, 4.729], [-0.640, 2.930, 2.365], [-2.105, 2.640, 3.284], [-3.952, -1.005, -1.899], [-3.719, 0.308, -1.977], [-2.690, 0.904, -1.487], [-2.788, 2.259, -1.608], [-3.896, 2.701, -2.261], [-4.870, 1.376, -2.779], [-1.746, 3.108, -1.084], [-1.688, 4.461, -1.231], [-0.274, 5.102, -0.469], [0.134, 3.455, 0.006], [-0.702, 2.565, -0.397], [1.193, 3.184, 0.803], [-3.239, -1.593, -1.485], [-4.649, -1.406, -2.499], [-4.195, 3.711, -2.450], [-2.385, 5.115, -1.715], [2.007, 3.764, 0.678], [1.355, 2.181, 0.872], [0.238, -4.558, -10.215], [-0.755, -3.755, -9.519], [-0.245, -2.503, -8.982], [-2.046, -3.641, -10.187], [-1.203, -4.747, -8.032], [-1.751, -5.941, -8.212], [-2.160, -6.581, -7.132], [-2.101, -6.026, -5.860], [-1.504, -4.767, -5.773], [-1.036, -4.163, -6.864], [-1.377, -4.003, -4.523], [-1.418, -4.594, -3.262], [-1.330, -3.780, -2.146], [-1.234, -2.460, -2.204], [-1.155, -1.901, -3.406], [-1.205, -2.617, -4.589], [-2.565, -7.574, -7.294], [-2.519, -6.535, -5.004], [-1.508, -5.663, -3.141], [-1.355, -4.198, -1.150], [-1.054, -0.823, -3.406], [-1.117, -2.140, -5.553], [-3.183, -1.312, 3.402], [-3.802, -0.457, 2.776], [-3.768, -0.304, 1.466], [-4.226, 1.156, 1.057], [-5.146, 1.180, -0.043], [-3.074, 2.020, 0.980], [-5.044, 1.570, 2.588], [-5.830, 2.624, 2.984], [-6.282, 2.638, 4.297], [-5.932, 1.622, 5.176], [-5.123, 0.570, 4.768], [-4.685, 0.556, 3.456], [-6.084, 3.411, 2.286], [-6.909, 3.452, 4.634], [-6.291, 1.658, 6.195], [-4.849, -0.234, 5.434], [-2.618, -5.555, 2.881], [-3.311, -4.666, 2.114], [-2.665, -3.825, 1.191], [-3.341, -3.053, 0.372], [-4.666, -3.065, 0.477], [-5.304, -3.863, 1.407], [-4.639, -4.676, 2.213], [-1.654, -5.340, 3.066], [-3.137, -5.965, 3.638], [-1.588, -3.771, 1.120], [-5.213, -2.412, -0.184], [-6.380, -3.864, 1.521]], "lowdin_charge": [1.277, -0.266, 0.629, -0.323, -0.126, -0.086, -0.082, -0.121, -0.407, 1.128, -0.417, -0.198, -0.181, -0.195, -0.199, -0.212, -0.429, -0.220, -0.180, -0.200, -0.188, -0.199, -0.328, -0.141, -0.094, -0.086, -0.134, -0.384, 1.124, -0.440, -0.189, -0.199, -0.198, -0.205, -0.222, -0.415, -0.216, -0.205, -0.192, -0.187, -0.239, 0.023, -0.009, -0.035, 0.071, 0.102, 0.112, 0.084, 0.071, 0.093, 0.104, 0.106, 0.104, 0.104, 0.089, 0.109, 0.106, 0.095, 0.091, 0.092, 0.077, 0.099, 0.093, 0.113, 0.107, 0.106, 0.108, 0.118, 0.104, 0.088, 0.095, 0.101, 0.100, 0.072, 0.090, 0.117, 0.087, 0.109, 0.086, 0.110, 0.108, 0.107, 0.094, 0.119, 0.076, 0.102, 0.078, 0.117, 0.076, 0.111, 0.084, 0.106, 0.107, 0.110, 0.063, 0.093, 0.145, -0.706, -0.110, -0.396, -0.323, 1.083, -0.382, -0.348, 1.035, -0.721, 0.038, 0.108, 0.053, 0.116, 0.077, 0.069, 0.088, 0.061, -0.374, 0.400, -0.384, -0.376, -0.347, 0.118, -0.129, -0.002, -0.226, 0.158, -0.144, -0.003, -0.147, 0.064, -0.140, 0.018, 0.103, 0.096, 0.105, 0.085, 0.095, 0.120, 0.068, -0.547, -0.295, 0.597, -0.300, -0.454, -0.187, -0.028, -0.066, -0.062, 0.008, -0.123, 0.122, 0.106, 0.105, 0.123, 0.134, -0.369, -0.081, 0.069, -0.160, -0.126, 0.121, 0.092, 0.094, 0.095, 0.086, 0.102]}

***

| no. | LUMO (eV) |
| --- | --- |
| 1 | -0.13 |
| 2 | 1.82 |
| 3 | 1.38 |